# 1
# C23H19N5O5Os

A molecular structure, C23H19N5O5Os at a distorted geometry (wB97M-V/def2-TZVPD, OMol25).

Structure (XYZ):
```
53
Properties=species:S:1:pos:R:3:forces:R:3:mulliken_spin:R:1
Os -0.063741 -0.885616 -0.090682 0.26 -0.79 0.15 2.901
O 4.085653 2.546402 1.019428 0.47 0.15 0.07 0.192
C 4.677675 1.434490 0.739537 -0.21 0.13 0.11 0.206
C 6.099918 1.415199 0.737152 0.46 0.04 -0.01 0.126
C 6.761041 0.245265 0.509119 -0.01 0.08 0.03 -0.001
C 6.036020 -0.944323 0.277781 0.25 0.07 0.02 0.276
C 4.635580 -0.929063 0.222986 -0.49 0.26 -0.01 0.012
C 3.945194 0.239500 0.438179 0.15 -0.67 -0.21 0.109
C 2.484530 0.250603 0.367887 -0.85 0.60 0.37 -0.007
O 1.868793 -0.649130 -0.325461 0.48 -0.33 -0.31 0.008
N 1.829587 1.175056 1.013135 1.08 -0.12 0.14 0.081
N 0.485375 0.993283 0.886785 -1.26 -0.15 0.03 -0.058
C -0.255793 1.886016 1.448714 0.42 -0.04 -0.21 0.041
C -1.664297 2.004326 1.150036 -0.62 0.07 -0.04 0.014
C -2.477206 2.886973 1.854017 0.31 -0.03 0.11 0.016
C -3.793996 3.044931 1.453048 -0.13 -0.03 -0.13 -0.008
C -4.235400 2.344312 0.344894 0.01 0.09 0.13 0.021
C -3.348622 1.491791 -0.307864 0.01 -0.12 0.01 0.004
N -2.100404 1.309360 0.090516 0.18 -0.31 -0.11 0.060
H 3.105624 2.416337 1.096679 -0.32 -0.17 -0.02 -0.009
H 6.626358 2.338546 0.941574 -0.06 0.01 0.00 -0.002
H 7.841882 0.223330 0.520103 0.00 -0.02 0.01 0.005
H 6.566272 -1.877423 0.140574 0.00 0.01 -0.03 0.000
H 4.076877 -1.833688 0.021406 0.06 -0.02 -0.05 0.015
H 0.219795 2.629129 2.080885 0.05 0.03 -0.02 -0.006
H -2.079185 3.442391 2.693325 0.00 0.00 0.01 0.001
H -4.457114 3.716450 1.980526 0.02 0.01 0.02 0.000
H -5.247067 2.455375 -0.019167 0.01 0.00 -0.02 0.001
H -3.665925 0.947840 -1.188250 0.01 -0.07 -0.01 0.000
N -3.479252 -3.173096 0.823359 0.07 0.07 0.09 0.010
C -3.570875 -3.048634 -0.539990 0.17 0.13 -0.23 -0.009
C -2.601442 -2.169698 -0.896202 -0.42 -0.05 -0.02 0.018
N -1.934063 -1.756362 0.248862 0.03 0.22 -0.57 -0.065
C -2.486717 -2.395176 1.265324 -0.03 0.10 0.29 0.039
H -4.065084 -3.757167 1.399378 0.02 0.01 0.06 -0.001
H -4.281884 -3.594232 -1.134663 -0.03 0.01 0.05 0.000
H -2.343320 -1.808806 -1.877364 0.04 -0.05 0.03 -0.005
H -2.209908 -2.298017 2.301269 0.08 -0.06 -0.03 0.000
O 1.607843 -5.192841 1.997380 -0.01 0.06 0.30 0.002
C 1.745982 -5.524666 0.714033 0.02 -0.01 -0.83 0.004
C 2.331170 -6.761434 0.422538 -0.03 0.14 0.21 -0.002
C 2.515696 -7.160541 -0.883022 -0.05 0.07 0.07 0.003
C 2.121377 -6.344646 -1.944889 -0.07 0.12 -0.15 -0.001
C 1.539647 -5.125405 -1.683141 0.08 -0.23 -0.20 0.002
C 1.339375 -4.694960 -0.365993 -0.08 0.18 0.50 0.014
C 0.731459 -3.388239 -0.123704 0.27 -0.80 0.83 -0.057
O 0.606317 -2.901647 1.047611 0.09 0.15 -0.33 0.074
O 0.307374 -2.670338 -1.100223 -0.32 1.16 -0.07 -0.021
H 1.234374 -4.299024 2.055862 -0.06 0.09 0.00 0.000
H 2.638410 -7.380167 1.255024 -0.01 -0.03 -0.02 0.000
H 2.974130 -8.119551 -1.083866 0.00 -0.01 0.00 0.000
H 2.265894 -6.669633 -2.965416 0.02 0.00 0.01 0.000
H 1.232269 -4.481483 -2.496529 -0.02 0.00 0.03 -0.001
```
Forces are in eV/Å.

Computed properties:
**LUMO (alpha / beta)**: -0.245 / -0.345 Eh
**E**: -1627.938681 Ha
**Net charge**: +2
**Spin multiplicity**: 5
**Highest occupied orbital energy (alpha / beta)**: -13.0 / -13.0 eV
**Kohn-Sham gap (alpha / beta)**: 0.2311 / 0.1307 hartree


# 2
# C4H6Br2Cl6

A molecular structure, C4H6Br2Cl6 at a distorted geometry (wB97M-V/def2-TZVPD, OMol25).

Structure (XYZ):
```
18
Properties=species:S:1:pos:R:3:forces:R:3:lowdin_charge:R:1
Br 3.947508 -0.917526 -0.075506 -0.21 0.54 -0.94 0.595
C 3.493270 0.019921 -1.774642 -1.13 0.65 -0.37 -0.582
C 1.928810 0.293417 -1.807259 5.96 -1.91 -3.62 -0.977
Br 1.164193 0.756761 -3.539048 0.52 -0.28 0.29 0.664
H 3.829204 -0.566600 -2.629764 -0.13 -0.31 0.35 0.050
H 4.023522 0.971088 -1.821603 0.10 -0.16 0.35 0.055
H 1.619189 1.083870 -1.123582 4.24 1.59 -2.61 -0.138
H 1.476724 -0.602666 -1.382117 0.97 -0.77 -1.75 -0.021
C -0.829610 1.059761 0.599138 -0.88 0.91 -0.24 -1.226
Cl -2.198913 -0.114829 0.600014 5.66 5.08 -4.30 0.679
Cl -1.384422 2.732830 0.083319 0.23 -1.11 0.27 0.487
Cl 0.473805 0.527494 -0.469510 -9.41 0.93 7.71 0.749
H -0.445673 1.200164 1.609568 -0.34 -0.34 -0.05 0.035
C -3.449294 -1.267942 2.234016 -0.90 -1.94 2.28 -1.686
Cl -4.775693 -2.397785 2.265698 -0.54 0.09 -0.01 0.557
Cl -2.023513 -2.071165 2.937480 0.07 -0.04 -0.02 0.512
Cl -3.706271 0.240150 3.055340 -0.69 0.30 0.64 0.565
H -3.142837 -0.946945 1.238456 -3.50 -3.23 2.03 -0.315
```
Forces are in eV/Å.

Computed properties:
**LUMO**: 0.009 Eh
**E**: -8064.903697 Ha
**Highest occupied orbital energy**: -9.7 eV
**Kohn-Sham gap**: 0.3643 hartree


# 3
# C30H24BBr2IMnN2O2

A molecular structure, C30H24BBr2IMnN2O2 (wB97M-V/def2-TZVPD, OMol25).

Structure (XYZ):
```
63
Properties=species:S:1:pos:R:3:forces:R:3:mulliken_spin:R:1
Mn -0.510559 -1.011508 -1.570757 -0.06 -0.03 0.01 1.413
I -1.265992 -3.468198 -0.683145 0.04 0.01 0.00 -0.005
C 0.376277 -2.717980 0.544829 -0.01 0.01 0.00 0.010
C 1.272794 -3.855417 1.151982 0.02 0.02 0.01 -0.043
C 2.896963 -4.070120 3.437612 -0.06 -0.08 0.04 -0.001
C 2.894963 -2.681124 3.272805 0.02 0.02 -0.01 0.001
C 3.230450 -1.623012 2.282454 0.00 -0.01 0.03 0.006
C 3.275267 -0.312105 2.828149 -0.01 0.03 -0.01 -0.020
C 2.826884 0.803925 2.156688 0.01 -0.02 0.01 0.008
C 2.079214 0.620486 0.986595 0.00 0.02 0.01 -0.016
C 2.059340 -0.629709 0.397744 0.00 0.01 -0.01 -0.037
C 2.877929 -1.639782 0.920707 0.02 -0.01 -0.02 -0.007
H 0.852267 -4.850223 0.984633 -0.01 0.00 0.01 -0.004
H 3.097105 -6.012739 2.610098 0.05 -0.03 -0.10 0.000
H 2.455973 -2.191492 4.135826 -0.01 0.00 0.00 0.000
H 3.617243 -0.207260 3.851475 0.00 0.00 0.00 -0.001
H 2.903817 1.777733 2.619310 0.00 0.00 0.00 0.000
H 1.455828 1.423837 0.610392 0.00 -0.01 0.00 -0.003
Br -4.386202 3.604236 1.194061 0.00 0.01 0.00 0.000
C -3.311747 2.259460 0.478344 0.00 -0.03 0.00 0.000
C -3.558689 0.926391 0.770445 0.00 0.02 -0.01 0.000
C -2.733656 -0.028186 0.211041 -0.01 0.00 0.00 -0.006
N -1.709356 0.271024 -0.595364 0.04 0.03 -0.01 -0.036
C -1.473619 1.570357 -0.877093 0.02 0.00 -0.01 -0.007
C -2.252444 2.586792 -0.359144 0.02 -0.01 -0.02 0.005
C -0.315640 1.805626 -1.776468 0.00 -0.01 0.00 -0.002
C 0.146268 3.057825 -2.132267 -0.01 -0.03 0.01 -0.006
C 1.254535 3.148254 -2.967652 0.02 -0.02 -0.02 0.014
Br 1.903341 4.821787 -3.470494 0.00 0.00 0.00 0.003
C 1.872531 1.989662 -3.418931 -0.01 0.03 0.01 -0.015
C 1.351266 0.778558 -3.015634 0.00 -0.01 0.00 0.031
N 0.280964 0.680183 -2.219198 -0.02 0.07 0.02 -0.018
H -4.375597 0.633145 1.413178 0.00 0.00 0.00 0.000
H -2.895568 -1.078185 0.412754 0.00 0.00 0.00 0.000
H -2.057366 3.620935 -0.598673 0.00 0.01 0.00 0.000
H -0.331011 3.958260 -1.777042 -0.01 0.00 0.01 0.000
H 2.736532 2.027374 -4.065707 0.00 0.00 0.00 -0.001
H 1.803946 -0.153099 -3.330823 0.00 0.00 0.00 0.004
C 4.825946 -6.698409 4.216446 -0.02 0.07 0.06 0.000
C 5.077887 -5.499325 3.297716 0.00 0.02 0.04 0.000
C 5.663654 -4.345562 4.111576 0.04 0.03 -0.09 0.000
C 6.073256 -5.908994 2.211647 0.00 -0.09 0.02 0.000
C 3.703188 -5.102774 2.658814 -0.03 -0.01 -0.02 0.000
C 1.757201 -4.521691 4.175744 0.01 -0.01 -0.02 0.000
C 0.607659 -3.884956 3.783600 0.01 0.02 -0.03 -0.002
C 0.706392 -3.336866 2.477412 -0.02 -0.03 0.02 0.000
O -0.121859 -2.465964 1.925802 -0.01 0.00 -0.01 -0.004
B 0.861804 -1.368652 -0.285419 -0.04 -0.08 0.00 -0.257
O 2.982888 -2.687600 0.025249 0.00 0.02 0.01 -0.007
C 2.734026 -3.815038 0.789274 0.02 0.00 0.01 0.005
C 3.777237 -4.432275 1.320228 -0.01 0.10 0.03 -0.001
H 5.749646 -6.999011 4.710399 0.00 0.00 0.01 0.000
H 4.451314 -7.555148 3.653115 0.01 0.00 0.00 0.000
H 4.102299 -6.458720 5.000743 0.00 0.00 0.00 0.000
H 6.633454 -4.638277 4.513741 0.01 0.01 -0.01 0.000
H 5.027127 -4.073421 4.955743 0.01 -0.02 0.01 0.000
H 5.819848 -3.454878 3.495643 -0.01 0.01 0.00 0.000
H 6.955597 -6.341061 2.683860 0.00 -0.02 -0.01 0.000
H 6.416571 -5.062828 1.615238 0.01 -0.02 0.02 0.000
H 5.655928 -6.663629 1.541254 -0.01 0.01 -0.01 0.000
H 1.774133 -5.356236 4.866834 0.00 0.00 0.00 0.000
H -0.342431 -3.890694 4.305365 0.00 0.00 0.00 0.000
H 4.742828 -4.138773 0.927324 -0.02 0.00 0.02 0.000
```
Forces are in eV/Å.

Computed properties:
**LUMO (alpha / beta)**: -0.242 / -0.242 Eh
**E**: -8038.382929 Ha
**Net charge**: +2
**Spin multiplicity**: 2
**Highest occupied orbital energy (alpha / beta)**: -14.1 / -13.2 eV
**Kohn-Sham gap (alpha / beta)**: 0.2750 / 0.2423 hartree


# 4
# C20H72N6O16

16 unconnected molecules or ions with the total composition C20H72N6O16 at a distorted geometry (wB97M-V/def2-TZVPD, OMol25).

Structure (XYZ):
```
114
Properties=species:S:1:pos:R:3:forces:R:3:lowdin_charge:R:1
C -1.508228 2.035878 -3.083951 -1.10 1.18 -1.05 -0.070
C -2.432564 1.692816 -4.272266 0.23 0.51 2.31 -0.245
O -3.546939 0.937694 -3.795871 -0.28 0.27 0.08 -0.115
H -0.668631 2.661826 -3.390580 0.15 -0.23 -0.08 0.078
H -1.204921 1.162553 -2.563846 0.40 -0.83 0.28 0.027
H -2.116841 2.635755 -2.416594 0.00 0.09 0.41 0.057
H -1.900652 1.156631 -4.994897 0.50 -1.20 -1.19 0.096
H -2.812592 2.578881 -4.714284 -0.20 1.00 -0.58 0.102
H -3.971120 1.461701 -3.084850 0.29 -0.48 -0.10 0.097
C 2.092197 4.469707 -0.220767 1.24 0.69 -0.03 -0.068
C 1.622799 4.217959 -1.652170 0.19 1.58 2.66 -0.360
O 2.699807 4.275994 -2.508768 0.34 -0.06 -0.85 -0.046
H 2.974036 3.841942 0.135640 -1.12 0.97 -0.79 0.092
H 1.269546 4.335119 0.432402 -0.84 -0.71 0.81 0.025
H 2.263969 5.553905 -0.093237 0.72 -0.42 -0.13 0.088
H 0.916551 5.047500 -1.850560 -0.14 -0.61 -0.30 0.116
H 1.168589 3.261146 -1.612899 -0.86 -1.04 -0.57 0.065
H 2.291584 3.944205 -3.302244 0.58 -0.07 -1.11 0.084
C 0.565108 1.148514 -0.017186 -0.47 -0.10 0.72 -0.055
C 0.190030 -0.088384 0.832070 0.69 1.09 -0.42 -0.279
O 0.055786 -1.184810 -0.031071 -0.27 -0.61 -1.05 -0.117
H 0.512111 2.086711 0.572660 0.38 -0.55 -0.37 0.067
H -0.068678 1.248037 -0.893811 -0.56 0.02 0.13 0.046
H 1.529629 0.943426 -0.467154 0.55 0.31 0.33 0.048
H -0.741693 0.014744 1.367744 -0.28 0.53 0.40 0.079
H 1.011732 -0.223032 1.582767 -0.75 -0.47 -0.72 0.104
H -0.611159 -0.968238 -0.748989 1.01 -0.35 1.09 0.057
C 1.003219 -2.972138 2.831698 -0.93 -1.99 -1.00 -0.051
C 0.683559 -4.331151 2.084455 1.30 0.81 2.11 -0.264
O -0.672303 -4.626427 2.252203 -1.11 -0.07 -0.38 -0.110
H 1.051620 -3.067904 3.900679 0.10 -0.38 0.47 0.069
H 0.201345 -2.300131 2.617409 -0.52 0.65 -0.28 0.030
H 1.893654 -2.553171 2.475385 1.42 0.63 -0.47 0.044
H 1.326952 -5.124672 2.522039 -0.62 0.25 -0.24 0.123
H 0.872424 -4.325587 1.035218 0.73 0.43 -0.77 0.074
H -1.104451 -3.990776 1.630034 0.17 -0.99 0.86 0.021
C -3.438029 0.622555 -0.030581 -2.71 4.69 -3.03 -0.636
O -3.825551 1.706629 -0.688843 1.43 -3.36 2.30 -0.083
N -2.957198 -0.416407 -0.641455 1.01 -0.65 -3.27 0.210
N -3.648314 0.435035 1.252345 -2.17 3.28 2.99 0.177
H -2.926598 -0.439535 -1.665334 0.17 0.26 0.89 0.096
H -2.831299 -1.262238 -0.171057 0.47 -1.23 0.61 0.049
H -4.198165 1.231922 1.731708 1.61 -2.08 -0.97 0.174
H -3.264703 -0.330479 1.766283 0.00 -0.24 0.18 0.052
C -2.097555 -2.253915 -3.079875 3.46 0.85 2.97 -0.606
O -1.103847 -1.597338 -2.483675 -3.11 -1.39 -2.52 -0.114
N -3.079721 -1.745749 -3.754463 -2.53 1.64 -1.65 0.191
N -2.216079 -3.559681 -2.918632 0.31 -1.71 0.42 0.167
H -3.226645 -0.736409 -3.896342 0.07 -0.31 0.23 0.073
H -3.877745 -2.372394 -3.931895 0.81 0.87 -0.12 0.137
H -1.576550 -3.996205 -2.236034 -0.31 -0.12 -0.37 0.041
H -3.090846 -4.028821 -3.124285 0.46 0.14 -0.14 0.120
C 0.643044 -4.476008 -1.689300 4.52 -7.84 -1.30 -0.571
O 1.326993 -5.685670 -1.903799 -3.37 6.45 0.98 -0.138
N 1.047059 -3.300780 -2.102772 2.91 1.91 -1.43 0.167
N -0.528479 -4.510060 -1.057364 -2.59 -1.05 2.47 0.102
H 2.034412 -3.171391 -2.458878 -1.85 -0.88 0.60 0.156
H 0.428009 -2.498633 -2.242110 -0.37 -0.32 0.32 0.058
H -0.899015 -5.454416 -0.721908 1.40 1.82 -0.64 0.176
H -0.767241 -3.717583 -0.421615 0.45 -0.75 -0.77 0.089
C 1.456789 0.245578 -3.329807 0.42 -0.54 0.32 -0.154
O 2.341677 -0.205558 -4.346698 1.04 1.43 0.03 -0.106
H 1.634029 -0.303817 -2.383572 -0.22 0.23 -0.30 0.061
H 0.478357 0.005424 -3.712492 -0.76 0.49 0.53 0.060
H 1.616762 1.328362 -3.085985 -0.13 -0.91 -0.68 0.080
H 2.252301 -1.136656 -4.489366 -0.29 -0.73 0.04 0.062
C -3.271060 -3.575472 0.177708 0.04 -1.01 -1.17 -0.106
O -2.082056 -3.019275 0.688789 -0.87 0.75 0.01 -0.184
H -4.043663 -3.617511 0.930776 -0.35 -0.08 0.01 0.102
H -3.031414 -4.560144 -0.213099 -0.13 -0.54 0.55 0.082
H -3.594534 -3.110097 -0.757729 -0.26 0.71 0.41 0.072
H -2.349064 -2.523427 1.476666 0.66 0.48 -0.06 0.041
C 0.785323 0.070700 4.685281 -0.67 1.92 -1.69 -0.190
O 1.953093 -0.584605 4.414445 2.19 -0.76 -1.09 -0.119
H 1.033565 1.139969 4.892827 -0.67 -0.62 0.26 0.071
H 0.357998 -0.433655 5.521968 -0.64 -0.07 0.65 0.078
H 0.087843 0.076139 3.776525 0.50 -0.06 1.20 0.078
H 2.465500 -0.120598 3.712925 -0.63 -0.46 0.88 0.069
C 3.795774 -1.293479 -0.700572 -1.07 -0.49 2.29 -0.138
O 2.963523 -2.272395 -0.109299 -0.80 -1.32 0.10 -0.145
H 4.834493 -1.486904 -0.439888 -0.13 0.14 -0.10 0.102
H 3.401715 -0.384512 -0.305043 0.62 1.38 0.33 0.048
H 3.600239 -1.258975 -1.706492 0.23 0.04 -2.89 0.031
H 2.064665 -2.313017 -0.529304 1.23 0.40 0.63 0.042
C -1.415073 4.163467 -0.123343 -2.08 -1.74 2.04 -0.115
O -1.080467 4.583856 1.195671 0.12 0.62 -0.40 -0.111
H -2.451187 4.291859 -0.337636 -1.01 0.81 -0.07 0.081
H -1.390385 3.097094 -0.134698 0.74 -0.82 -0.24 0.058
H -0.847339 4.617630 -0.832672 1.77 1.04 -2.03 0.035
H -0.692917 5.447614 1.054311 0.11 0.31 0.58 0.093
C 4.413814 1.763366 -1.931635 -1.03 -0.60 0.34 -0.160
O 5.479891 1.727122 -0.996140 -2.43 -0.37 1.90 -0.078
H 4.538862 2.623517 -2.482794 0.03 1.97 -1.51 0.043
H 3.321591 1.800635 -1.616715 1.70 0.04 1.03 0.075
H 4.392870 0.938817 -2.601467 0.41 -1.07 -0.64 0.062
H 6.286546 1.683901 -1.453613 1.44 -0.09 -1.07 0.052
C 2.819097 1.864658 2.407305 -0.94 -0.32 -1.91 -0.192
O 3.628246 2.204188 3.463315 2.05 -0.93 0.67 -0.065
H 3.007075 0.866239 1.942184 0.13 0.34 1.03 0.098
H 2.858422 2.489187 1.498273 0.32 0.23 0.59 0.059
H 1.845439 1.967134 2.823789 -1.56 -0.52 -0.52 0.052
H 3.624795 3.138811 3.561342 0.07 1.10 0.15 0.073
C -0.598566 3.296001 4.383823 0.01 0.95 -2.32 -0.110
O -0.624444 2.688129 3.043498 0.21 -0.19 2.11 -0.150
H -1.358499 2.870102 4.951372 -1.34 -1.12 1.02 0.047
H -0.843118 4.377708 4.406387 0.37 -0.41 -0.49 0.091
H 0.332714 3.131981 4.880034 0.78 -0.07 0.13 0.050
H -0.645322 3.367998 2.372831 -0.11 0.70 -0.27 -0.002
C -2.385937 -2.515338 3.808029 0.15 0.12 1.75 -0.108
O -2.167873 -1.472692 2.882299 -0.55 0.97 0.32 -0.169
H -2.723668 -3.380182 3.316139 -0.25 -1.13 -0.87 0.064
H -3.150385 -2.293241 4.559718 0.04 0.37 -0.13 0.099
H -1.462319 -2.763851 4.320218 0.14 -0.08 0.03 0.088
H -2.225129 -0.640438 3.385087 0.42 -0.30 -0.41 0.110
```
Forces are in eV/Å.

Computed properties:
**LUMO**: 0.001 Eh
**E**: -2337.359188 Ha
**Highest occupied orbital energy**: -8.8 eV
**Kohn-Sham gap**: 0.3231 hartree


Respective energy above the lowest of the compared OMol25 structures with the same formula, charge and spin values: 10.6; 176.6; 174.9; 10.0 kcal/mol.